[1]
{"formula": "C35H49F4N3NiSSi2Te", "method": "ωB97M-V/def2-TZVPD", "gap_ev": [6.793, 6.785], "symbols": ["F", "C", "C", "H", "Ni", "H", "H", "H", "H", "C", "C", "H", "C", "H", "H", "H", "C", "Te", "C", "H", "H", "H", "C", "H", "C", "N", "H", "F", "H", "H", "C", "C", "H", "H", "H", "C", "C", "H", "H", "C", "C", "C", "H", "C", "C", "H", "C", "H", "H", "C", "H", "H", "H", "H", "H", "H", "F", "C", "H", "H", "C", "H", "H", "C", "H", "C", "H", "C", "H", "C", "C", "H", "C", "F", "H", "H", "H", "N", "C", "C", "Si", "H", "C", "H", "S", "C", "H", "Si", "H", "C", "H", "H", "H", "N", "C", "C"], "xyz": [[4.54465, 1.25532, -2.01820], [0.47552, -2.92112, -1.91711], [-4.04619, -2.03750, -1.03903], [-0.00348, -3.66033, -1.27224], [0.28052, 2.02809, -0.15347], [2.12101, -3.79497, 2.97698], [-2.10314, -3.77698, 3.72506], [2.64399, -4.84878, -0.39896], [-0.16742, -2.94141, 0.91182], [3.12204, -1.72020, -2.85619], [-3.10598, -3.11036, -0.47643], [6.58556, 1.42615, 1.96054], [-0.21507, 0.67071, -3.12981], [-6.18786, -1.87407, -1.43773], [1.96137, 6.74625, 0.93562], [4.18061, -1.56555, -2.64035], [-5.46933, -2.59569, -1.04447], [0.87706, -0.46562, 0.91186], [-1.04157, -3.99782, 3.85889], [0.66610, 0.11031, -2.82459], [3.06884, -4.89928, -2.11222], [-1.37050, -1.78629, 1.47222], [1.17246, 6.00938, 1.02999], [-0.16670, 0.84979, -4.21486], [1.32450, 4.76569, 0.43220], [-0.30597, 1.91507, -2.38135], [-1.71983, 2.84227, -3.67135], [2.21564, 2.37068, 2.01688], [-1.66488, 3.45812, -2.00185], [-5.76862, 1.24259, 1.85928], [-3.73815, 1.61175, 1.24648], [-4.91913, 0.88868, 1.29024], [-2.59674, -1.44760, -2.56325], [2.23726, 4.54862, -0.10996], [-5.79146, -2.89892, -0.04664], [-2.63864, 1.14992, 0.51490], [-0.81665, 4.14636, 1.25933], [2.77267, -2.29571, 0.95787], [0.83023, 2.98586, -3.82010], [3.30196, 2.04140, 1.29595], [-4.99845, -0.28504, 0.56508], [5.62663, 1.38974, 0.02990], [-0.07524, 7.29836, 2.21938], [-1.59264, 2.55949, -2.61589], [-1.81667, 3.10437, 1.23453], [-1.88565, 5.61948, 2.42331], [5.67310, 1.54550, 1.39782], [2.87647, 3.09020, -2.45406], [3.28763, -0.92341, 0.00436], [-2.73478, -0.04089, -0.20377], [2.46454, -2.09727, 3.35049], [-3.77801, -2.63233, -3.10361], [-4.25556, -0.93817, -2.91158], [4.16673, -4.14840, -0.95166], [-2.06997, -2.77789, -0.51726], [2.03590, -3.21961, 4.64156], [4.43414, 2.03689, 3.33286], [3.21826, 1.89145, -0.11306], [-1.86948, -0.37690, -0.76402], [-0.88880, -4.27463, 4.90453], [0.02650, 6.32588, 1.75644], [-1.09427, 0.06102, -2.92485], [-5.92761, -0.83483, 0.59088], [-3.92475, -0.76157, -0.20096], [2.41590, 1.44574, -2.82572], [0.33256, 3.79236, 0.53852], [-0.80139, -4.86914, 3.24531], [1.82865, -2.94876, 3.60380], [-5.50235, -3.48002, -1.68244], [2.47620, -1.64623, 0.13205], [2.12631, 2.32067, -2.23703], [0.18682, -0.18156, 4.18012], [0.78674, 2.83249, -2.72983], [6.74243, 1.04573, -0.63679], [-2.40081, 1.88168, -2.33728], [-3.35134, -3.34289, 0.56229], [0.56962, 3.79362, -2.26038], [-1.54959, 2.01751, 0.55278], [-0.43437, -1.04272, 4.43562], [-0.33158, -2.10202, 1.58941], [0.01868, -2.52369, 3.38695], [3.04454, -2.29784, -3.78119], [-0.97998, 5.38785, 1.87284], [-0.29374, -1.25447, 5.49778], [-3.38567, 3.16021, 1.94913], [-3.64474, -1.73898, -2.48996], [2.68734, -0.73734, -3.04113], [2.27183, -2.63120, -1.46251], [0.40862, -3.28883, -2.94428], [3.11421, -4.28633, -1.20931], [-1.48032, -0.76112, 4.28775], [-0.10098, -1.99470, -1.85141], [-3.18905, -4.02847, -1.06301], [2.05599, 2.03445, -0.80317], [4.47343, 1.86601, 2.00073], [4.46332, 1.54173, -0.69600]], "mulliken_charge": [-0.429, -0.672, 2.370, 0.331, -1.058, 0.313, 0.327, 0.321, 0.122, -0.855, -1.098, 0.522, -0.472, 0.458, 0.461, 0.312, -2.426, -0.950, -1.151, -0.223, 0.319, -0.270, -0.853, 0.276, 0.860, 1.110, 0.433, -0.371, 0.264, 0.450, 0.899, -1.300, 0.140, 0.290, 0.448, -1.395, 0.320, 0.608, 0.532, 0.272, -0.458, 0.311, 0.394, -1.150, 0.779, 0.431, -0.638, 0.559, -0.022, 0.673, 0.288, 0.497, 0.340, 0.320, -0.343, 0.395, -0.332, -0.519, 0.266, 0.338, -0.896, -0.115, 0.506, -0.282, 0.121, -0.380, 0.323, -1.039, 0.431, -0.276, -0.903, 0.270, -1.634, -0.346, 0.096, 0.339, 0.441, 0.957, -0.993, 0.370, 0.250, 0.393, -0.866, 0.380, -0.503, -1.578, 0.153, 0.233, 0.608, -1.189, 0.311, -0.185, 0.555, 2.757, 0.268, 0.059]}

[2]
{"formula": "C30H27BMgN8PSbSe4", "method": "ωB97M-V/def2-TZVPD", "charge": -1, "spin_multiplicity": 2, "de_lowest_kj_mol": 158.5, "gap_ev": [6.553, 5.858], "symbols": ["C", "H", "N", "C", "H", "C", "P", "H", "H", "Se", "H", "N", "C", "H", "C", "C", "C", "H", "C", "Se", "H", "H", "H", "H", "B", "C", "H", "H", "H", "H", "N", "C", "C", "C", "C", "C", "C", "C", "N", "N", "C", "H", "C", "H", "H", "Se", "Se", "C", "C", "H", "H", "H", "C", "C", "Sb", "C", "C", "C", "C", "C", "C", "C", "H", "N", "H", "H", "N", "C", "Mg", "H", "H", "N", "H"], "xyz": [[1.81224, 0.95676, -2.22407], [-0.55096, 3.74251, -2.82584], [1.00396, -0.77821, 1.45828], [-5.33961, 0.58782, -3.70316], [0.23659, 2.89919, -6.94292], [-0.70155, 1.32344, -5.82193], [-1.72825, 1.13182, -1.87137], [-2.97438, -1.43903, -1.43321], [-0.29344, 4.87060, 0.93143], [-4.96112, -2.64664, 0.92246], [-4.53327, 4.34349, 0.65608], [3.81031, -2.88825, -1.90048], [-3.31460, 0.44184, -2.41036], [-6.55010, -1.18711, -3.74686], [4.90002, -4.34159, -0.55939], [3.86995, -3.76733, 0.14371], [-3.62067, -0.87163, -2.08910], [-0.75976, 0.64599, -6.66494], [-4.18310, 1.17169, -3.22549], [-5.06421, -0.36258, 4.42090], [-1.10812, -5.71108, 0.09872], [-3.94676, 2.19679, -3.48767], [-4.21303, 2.43968, -0.85123], [0.64517, 0.49456, 3.06138], [1.95760, -2.11785, -0.36520], [-3.35210, 3.00735, -0.52131], [1.46695, -2.13982, -3.16324], [1.68440, 0.31774, -4.36244], [-6.01835, 1.16321, -4.32079], [1.52784, -5.03102, -0.23338], [2.09478, -1.42722, 1.00205], [-2.06873, 2.62492, -0.89162], [1.69631, 0.07518, -3.31406], [-1.12744, 1.78121, -3.48671], [-0.08943, 3.44726, -4.89366], [0.64700, -4.41061, -0.20997], [-0.58349, 3.04960, -3.65529], [4.81139, -3.74858, -1.83254], [0.74166, -3.07825, -0.37403], [3.23746, -2.89453, -0.67922], [-2.43805, 4.75852, 0.85685], [3.34167, 0.14468, 3.55907], [-0.97061, 3.29267, -0.34788], [5.43452, -3.91094, -2.69838], [0.32988, 4.43943, -5.00722], [-2.14051, 0.25260, 1.84968], [-6.05560, 0.40441, 0.43305], [-1.35735, -3.50737, -0.10957], [1.37865, -0.08599, 2.52358], [0.03614, 2.95142, -0.56817], [1.89939, 2.03277, -2.23998], [-1.61707, -0.06281, -4.47618], [-3.53129, 4.07340, 0.34981], [-4.78055, -1.46233, -2.57719], [-4.49886, -0.51616, 2.09745], [-0.68211, -4.73380, -0.04751], [-1.15303, 4.36409, 0.51059], [-0.14336, 2.58656, -5.97811], [1.56386, -1.15804, -2.73197], [-1.18504, 0.92487, -4.58748], [-5.63536, -0.73483, -3.38342], [3.16325, -1.11411, 1.75760], [4.13740, -1.51614, 1.53522], [1.61367, -1.00449, -1.38374], [5.60782, -5.07255, -0.20735], [-5.02557, -2.47306, -2.28251], [1.77900, 0.32049, -1.06643], [2.74593, -0.27152, 2.76574], [-0.46505, -0.42569, -0.02949], [-2.58493, 5.57941, 1.54752], [3.53777, -3.91303, 1.15950], [-0.49573, -2.52228, -0.31616], [-2.41314, -3.29703, 0.00883]], "mulliken_charge": [-0.596, 0.403, -0.873, -0.715, 0.377, -0.623, 0.791, -0.136, 0.416, -0.573, 0.425, -0.999, 0.258, 0.357, -1.053, -0.368, -0.453, 0.389, -0.062, -0.647, 0.427, 0.426, 0.194, 0.365, 0.512, -0.853, 0.585, 0.572, 0.386, 0.502, 1.013, 0.769, -0.978, 0.527, -0.535, -0.045, -0.521, -0.266, 1.048, 0.356, -0.603, 0.434, -0.173, 0.459, 0.420, -0.495, -0.515, -0.012, -0.147, 0.296, 0.508, 0.354, -0.626, -0.228, 0.780, -1.348, -0.725, -0.585, -0.506, -0.705, -0.575, -0.143, 0.524, 1.313, 0.408, 0.391, -0.801, -1.211, 1.445, 0.372, 0.655, -0.813, 0.051]}